129
Properties=species:S:1:pos:R:3:forces:R:3:mulliken_charge:R:1 method="wB97M-V/def2-TZVPD" charge=-1 fmax_ev_per_a=0.97 homo_lumo_gap_ev=5.149 e_homo_ev=-3.238 de_lowest_kj_mol=0.0
Ti 0.34037 0.96062 -0.33382 0.3870 -0.2020 -0.8703 -2.203
Cl -4.09249 -6.45424 -3.28081 0.0005 -0.0009 -0.0021 -0.264
C -3.03711 -5.07481 -3.07256 -0.0541 -0.0191 0.0042 0.308
C -1.68367 -5.20438 -3.32026 -0.0124 -0.0060 -0.0102 -1.302
C -0.85285 -4.10844 -3.14844 -0.0049 0.0249 0.0035 -0.249
C -1.34557 -2.86669 -2.72331 -0.0097 0.0059 -0.0541 0.422
C -2.72696 -2.77978 -2.47935 0.0209 0.0112 0.0112 -0.220
C -3.56711 -3.86419 -2.65419 0.0252 -0.0374 -0.0147 -1.131
C -0.47370 -1.72353 -2.49376 0.1521 -0.1927 0.1492 1.266
C 0.75717 -1.85464 -1.89733 -0.1702 0.3197 -0.1343 -0.507
C 1.62781 -2.89146 -1.54136 -0.0155 -0.1009 0.0061 -1.622
C 2.79349 -2.29764 -1.02541 0.0502 0.0251 -0.0389 -0.599
C 2.73895 -0.92987 -1.03569 -0.0472 0.0773 0.0439 0.009
C 3.58968 -0.03570 -0.21106 0.2917 -0.1390 -0.2778 -0.785
C 5.02798 0.04453 -0.50377 -0.0760 -0.0379 -0.0683 1.053
C 5.66387 -0.84451 -1.38608 -0.0345 0.0237 0.0804 -0.271
C 7.01562 -0.75209 -1.67026 -0.0140 -0.0167 -0.0013 -1.222
C 7.77019 0.24836 -1.08491 0.0299 0.0197 -0.0068 0.419
Cl 9.47698 0.36971 -1.43822 -0.0006 -0.0057 0.0030 -0.258
C 7.17393 1.17766 -0.25127 0.0421 0.0017 -0.0040 -1.090
C 5.81970 1.08243 0.01363 -0.0367 0.0202 0.0360 -0.096
C 3.07532 0.50221 0.94354 -0.0452 0.0954 0.3571 -0.100
N 1.74033 0.75217 1.11963 -0.1361 -0.2006 0.3065 1.460
C 1.47217 0.87905 2.48105 0.4377 -0.0611 -0.2031 -0.467
C 0.26712 1.20520 3.00713 -0.4705 0.1817 0.2276 1.771
C 0.14419 1.32027 4.48531 0.0378 -0.0059 -0.0177 -0.849
C 0.85524 2.27475 5.20672 -0.0308 -0.0111 0.0171 0.062
C 0.73108 2.37296 6.58626 -0.0349 -0.0263 -0.0074 -1.112
C -0.12554 1.50952 7.24439 0.0082 0.0018 0.0266 0.334
Cl -0.29521 1.62603 8.97829 0.0012 -0.0028 0.0011 -0.243
C -0.85685 0.55608 6.55380 0.0029 0.0290 0.0317 -1.062
C -0.71885 0.47242 5.17867 0.0374 0.0257 0.0184 0.145
C -0.93060 1.57119 2.27465 0.1759 0.0205 -0.0233 -0.797
C -2.00786 2.28618 2.78407 -0.0565 -0.0448 0.1073 -1.041
C -2.85112 2.61299 1.71582 -0.0289 0.0166 -0.0124 -1.345
C -2.28586 2.07215 0.56400 -0.0635 -0.1140 -0.1664 0.268
N -1.10249 1.45813 0.90216 0.0810 0.1963 0.3267 1.613
C -2.81834 2.02436 -0.78741 0.0376 -0.0776 0.0123 0.972
C -2.26148 1.22383 -1.75227 -0.2031 -0.0525 0.1476 -0.023
C -2.85416 0.85379 -3.05207 0.0857 0.0364 0.0305 -1.622
C -2.08466 -0.06496 -3.63452 -0.0683 0.0073 0.0111 -1.874
C -0.86359 -0.31468 -2.79270 0.0125 0.1527 -0.1625 0.663
N -1.10808 0.51414 -1.59887 0.1637 0.1789 0.0030 1.398
C -4.06678 2.76314 -1.08117 -0.0293 -0.0071 -0.0339 0.326
C -5.23577 2.55571 -0.34338 0.0010 -0.0029 -0.0286 0.005
C -6.40560 3.23796 -0.63442 0.0199 0.0139 -0.0357 -1.108
C -6.41696 4.14093 -1.68548 -0.0576 0.0017 0.0329 0.378
Cl -7.88830 5.00639 -2.05750 -0.0031 -0.0028 -0.0017 -0.250
C -5.28330 4.36952 -2.44098 0.0281 -0.0011 -0.0084 -1.105
C -4.11695 3.68599 -2.12741 -0.0094 -0.0220 0.0530 -0.187
C 2.74945 0.72148 3.18041 -0.3113 0.1128 0.1134 -1.644
C 3.71982 0.60163 2.26467 0.1515 -0.0638 -0.4383 -1.525
N 1.41593 -0.60068 -1.48838 -0.1457 -0.0476 0.0354 0.961
H -1.28256 -6.15050 -3.65883 -0.0107 -0.0109 0.0051 0.429
H 0.19896 -4.21318 -3.37620 0.0175 0.0144 0.0029 0.428
H -3.14261 -1.84853 -2.11797 0.0142 0.0113 -0.0034 0.260
H -4.62618 -3.77670 -2.45112 -0.0061 -0.0160 -0.0006 0.422
H 1.46637 -3.94310 -1.69158 -0.0104 -0.0079 -0.0182 0.610
H 3.62218 -2.84304 -0.59199 0.0023 -0.0053 0.0077 0.553
H 5.07993 -1.61484 -1.86651 -0.0035 -0.0204 -0.0234 0.509
H 7.48129 -1.45449 -2.34866 0.0093 0.0043 -0.0019 0.427
H 7.75783 1.98971 0.16105 0.0069 0.0005 -0.0055 0.399
H 5.35687 1.86585 0.59790 -0.0523 -0.0153 0.0568 0.469
H 1.50697 2.95709 4.67632 0.0094 0.0044 -0.0228 0.530
H 1.28301 3.11788 7.14266 0.0015 0.0019 0.0100 0.410
H -1.52324 -0.10623 7.08942 0.0003 0.0008 0.0060 0.417
H -1.29192 -0.25938 4.62315 -0.0096 -0.0198 -0.0367 0.466
H -2.14246 2.56435 3.81761 0.0003 0.0020 0.0030 0.606
H -3.76141 3.18710 1.77160 0.0012 -0.0209 -0.0129 0.723
H -3.78613 1.24667 -3.42820 -0.0177 0.0088 -0.0084 0.742
H -2.26698 -0.57091 -4.57050 0.0247 0.0141 -0.0145 0.609
H -5.22760 1.83396 0.46310 0.0129 -0.0016 -0.0008 0.513
H -7.30603 3.06350 -0.06133 -0.0105 0.0084 -0.0018 0.403
H -5.30752 5.08176 -3.25450 -0.0065 0.0028 -0.0036 0.406
H -3.21815 3.87063 -2.70269 0.0206 0.0068 -0.0143 0.439
H 2.87583 0.69077 4.25106 -0.0382 0.0330 0.0310 0.714
H 4.76449 0.41693 2.45481 0.0411 0.0295 -0.0268 0.618
C 1.56983 -1.28649 -4.83591 0.0207 -0.0266 0.0685 -0.504
N 0.72322 -0.10088 -4.77627 -0.0841 0.0312 0.0252 0.216
C 1.24764 0.94464 -5.64055 0.0637 0.0544 -0.0414 -1.035
C 0.33477 0.38633 -3.48498 0.0347 -0.0101 0.0508 -0.474
O 1.42429 0.46073 -2.52432 0.0126 -0.1056 0.0873 0.221
H 1.86281 -1.43603 -5.87568 -0.0010 -0.0087 0.0032 0.567
H 1.04059 -2.17273 -4.50073 -0.0307 -0.0055 0.0281 -0.053
H 2.48258 -1.17592 -4.23189 -0.0045 0.0027 -0.0099 0.107
H 1.24553 0.58988 -6.67293 -0.0098 -0.0050 0.0078 0.452
H 2.27718 1.24269 -5.39214 -0.0310 -0.0172 -0.0127 0.336
H 0.61243 1.82910 -5.58973 0.0092 -0.0029 0.0067 0.291
H 0.06133 1.43584 -3.59260 -0.0662 -0.0263 -0.0312 -0.591
C -2.58088 -2.02095 1.79758 -0.0282 0.0584 -0.0245 -0.821
N -1.24667 -2.51255 2.09175 0.0531 0.0303 0.0203 0.472
C -1.11781 -3.54043 3.10328 -0.0172 -0.0187 0.0299 -1.101
C -0.17450 -1.94367 1.48767 -0.0829 -0.0779 0.0209 -0.076
C 1.18654 -2.44727 1.88392 0.0090 0.0267 0.0439 -1.284
O -0.34410 -1.07643 0.63878 0.1069 -0.0240 -0.0682 0.774
H -3.18624 -2.81286 1.34952 -0.0099 0.0086 -0.0026 0.391
H -2.50275 -1.18742 1.10317 -0.0098 -0.0271 0.0220 -0.061
H -3.06601 -1.67533 2.71357 -0.0140 0.0053 0.0115 0.385
H -2.08750 -4.01758 3.23565 0.0019 -0.0001 -0.0118 0.404
H -0.80440 -3.13299 4.07029 -0.0076 -0.0044 -0.0053 0.255
H -0.40824 -4.31035 2.80345 0.0137 0.0125 0.0062 0.344
H 1.30781 -3.47995 1.55147 0.0010 0.0082 -0.0002 0.533
H 1.32358 -2.40974 2.96498 -0.0024 0.0150 0.0324 0.522
H 1.93810 -1.83909 1.39237 -0.0054 0.0260 0.0206 -0.352
C 0.90926 4.27563 -3.45081 0.1151 -0.0385 0.0490 -1.316
Si 1.92820 3.56871 -2.02186 -0.1393 -0.1339 0.0753 0.714
C 2.80932 5.01591 -1.19761 -0.0108 -0.0458 -0.0844 -1.306
C 3.31188 2.53049 -2.74175 -0.0158 0.0866 -0.0067 0.031
N 0.85872 2.78747 -0.84542 0.1391 0.0470 -0.0347 2.123
C 0.39368 3.81854 0.03204 -0.0446 -0.0934 0.0911 -0.320
C -0.65220 4.65677 -0.35375 -0.0164 0.0277 0.0763 0.246
C -1.05813 5.70287 0.46060 -0.0174 0.0079 0.0025 -0.916
C -0.43463 5.92492 1.67983 -0.0164 0.0274 0.0141 -0.927
C 0.59449 5.08299 2.07965 0.0120 -0.0197 0.0112 -0.846
C 1.00783 4.04065 1.26580 -0.0469 0.0618 0.0060 0.271
H 1.56899 4.56658 -4.27362 -0.0030 0.0151 -0.0039 0.405
H 0.34417 5.15784 -3.14476 0.0055 0.0050 0.0407 0.371
H 0.19699 3.54450 -3.83629 -0.0295 -0.0122 -0.0131 0.188
H 3.46438 5.47560 -1.94358 0.0206 0.0263 0.0065 0.407
H 3.43603 4.66798 -0.37286 0.0092 -0.0168 0.0095 0.299
H 2.13859 5.78146 -0.80750 -0.0319 -0.0039 -0.0103 0.306
H 4.07328 3.23508 -3.09056 0.0310 -0.0064 -0.0199 0.709
H 2.99945 1.92333 -3.58668 0.0246 -0.0006 0.0146 -0.503
H 3.77607 1.86565 -2.01245 -0.0399 0.0377 0.0236 -0.215
H -1.15540 4.46376 -1.29268 0.0122 -0.0197 -0.0199 0.236
H -1.87994 6.33456 0.14450 0.0012 0.0089 0.0098 0.363
H -0.75724 6.73652 2.31983 -0.0001 0.0029 0.0008 0.365
H 1.08243 5.23900 3.03515 -0.0073 0.0101 0.0010 0.330
H 1.81779 3.38958 1.57037 0.0184 -0.0146 -0.0181 0.305